Entry 1:
{"formula": "C31H30BrCaN3S", "method": "wB97M-V/def2-TZVPD", "energy_ev": -136423.3569, "lumo_ev": -0.5, "relative_energy_kcal_mol": 8.90, "gap_ev": 7.23, "homo_ev": -7.8, "species": ["Br", "Ca", "S", "N", "N", "N", "C", "C", "C", "C", "C", "C", "C", "C", "C", "C", "C", "C", "C", "C", "C", "C", "C", "C", "C", "C", "C", "C", "C", "C", "C", "C", "C", "C", "C", "C", "C", "H", "H", "H", "H", "H", "H", "H", "H", "H", "H", "H", "H", "H", "H", "H", "H", "H", "H", "H", "H", "H", "H", "H", "H", "H", "H", "H", "H", "H", "H"], "xyz": [[-3.7436, -0.5350, -1.3418], [-0.7260, -0.6332, -1.1845], [-0.4531, -1.8525, -3.6862], [0.5450, -3.4172, -1.5422], [-0.1501, -0.8997, 1.1453], [1.7917, -0.6549, -0.8213], [3.4370, -0.1206, 0.9491], [-2.0462, 4.4102, -0.2697], [-0.7950, 3.9079, -0.0754], [-1.1669, -1.1690, 2.1148], [4.6852, -1.5907, -2.9165], [4.6975, -0.5617, -3.8384], [-1.4795, -0.1857, 3.0558], [-3.9506, 1.3659, -1.1554], [2.1175, -0.5716, 0.4020], [1.7521, 1.5220, -2.6993], [1.6230, -1.3986, 2.7753], [2.8153, -0.5907, -1.8206], [-2.8175, 2.1659, -0.8367], [-4.4113, 4.0504, -0.8308], [-3.0997, 3.5450, -0.6517], [-2.5240, -0.4448, 3.9365], [3.7528, 0.4481, -3.7565], [1.0755, -0.9393, 1.4579], [0.1722, -2.8504, -2.4870], [-5.2152, 1.8434, -1.3193], [-2.9108, -2.5814, 2.9199], [-1.5781, -3.3653, 0.9439], [3.7471, -1.6296, -1.8878], [-1.5010, 1.6139, -0.6892], [2.7876, 0.4435, -2.7591], [-5.4435, 3.2272, -1.1623], [-0.5497, 2.5308, -0.2914], [-1.8834, -2.3600, 2.0099], [-3.2303, -1.6345, 3.8777], [-0.7497, 1.1240, 3.1007], [3.7740, -2.7696, -0.9101], [2.3230, -2.2172, 2.6012], [-2.0575, -4.3176, 1.1675], [5.4056, -2.3939, -2.9904], [2.7739, -3.0724, -0.6090], [-6.4425, 3.6170, -1.2977], [0.7363, 1.1185, -2.7837], [0.4770, 2.2032, -0.1190], [-1.2293, 1.7971, 3.8085], [-6.0306, 1.1765, -1.5577], [-3.4692, -3.5069, 2.8632], [-4.5800, 5.1101, -0.6936], [4.3611, -2.5158, -0.0226], [3.2617, 0.7176, 1.6257], [4.1048, 0.1936, 0.1501], [1.7943, 2.0941, -1.7727], [-1.9756, -3.0549, -0.0304], [-2.7863, 0.3079, 4.6682], [1.8744, 2.2161, -3.5297], [4.2534, -3.6348, -1.3668], [0.2873, 1.0057, 3.4203], [2.1801, -0.6035, 3.2697], [-2.2581, 5.4618, -0.1256], [0.0123, 4.5621, 0.2315], [0.8272, -1.7404, 3.4323], [-0.5134, -3.5449, 0.7993], [5.4306, -0.5533, -4.6333], [3.7509, 1.2492, -4.4843], [-0.7464, 1.6037, 2.1215], [3.9256, -0.9017, 1.5299], [-4.0386, -1.8191, 4.5723]], "forces_ev_per_a": [[0.03, -0.03, -0.02], [0.03, -0.20, -0.26], [0.22, -0.30, 0.20], [0.06, -0.13, 0.14], [-0.06, -0.06, 0.11], [0.08, 0.12, -0.02], [0.19, -0.04, -0.21], [0.04, -0.03, 0.02], [-0.05, -0.03, -0.02], [0.02, 0.09, -0.15], [-0.07, 0.01, 0.04], [0.01, 0.01, -0.04], [-0.15, -0.09, 0.07], [0.00, 0.00, 0.01], [-0.30, -0.07, 0.58], [-0.16, 0.06, -0.04], [-0.12, 0.05, 0.10], [-0.24, 0.01, 0.02], [-0.03, -0.27, -0.01], [0.01, -0.03, -0.01], [-0.02, 0.15, 0.03], [0.04, -0.01, -0.05], [-0.01, 0.00, 0.03], [0.48, 0.06, -0.17], [-0.32, 0.41, -0.44], [0.07, 0.03, 0.02], [0.01, 0.02, 0.00], [0.03, -0.16, -0.15], [0.14, 0.07, -0.13], [-0.15, 0.31, 0.01], [0.11, -0.10, -0.06], [-0.02, -0.06, -0.01], [0.11, 0.03, 0.04], [-0.09, 0.05, 0.18], [-0.02, -0.01, 0.02], [0.03, 0.07, 0.02], [0.09, -0.08, 0.03], [0.00, -0.05, -0.01], [0.01, 0.00, 0.01], [0.05, -0.04, -0.01], [-0.06, 0.00, 0.02], [-0.04, 0.02, 0.00], [0.08, 0.01, 0.01], [-0.02, -0.03, 0.00], [-0.02, 0.01, 0.01], [-0.02, -0.02, -0.01], [-0.02, -0.02, 0.00], [0.00, 0.07, 0.01], [-0.03, -0.01, 0.01], [0.00, 0.05, 0.00], [-0.01, 0.01, 0.03], [0.03, -0.02, -0.02], [0.02, 0.03, 0.01], [-0.02, 0.02, 0.04], [0.02, 0.01, 0.02], [-0.01, 0.01, -0.01], [0.06, -0.02, 0.01], [-0.01, 0.03, 0.04], [-0.01, 0.05, 0.00], [0.03, 0.02, 0.01], [0.01, 0.01, -0.01], [-0.02, 0.02, 0.02], [0.03, 0.00, -0.01], [-0.01, 0.02, -0.02], [0.00, 0.00, -0.03], [0.02, -0.02, -0.01], [-0.02, 0.00, 0.01]], "mulliken_charge": [-0.125, -0.123, -0.427, -0.537, 1.982, 1.523, -2.089, -0.964, -1.085, -1.045, -0.978, -0.890, 1.538, 0.389, 0.403, -0.946, -1.908, -0.823, 1.082, -0.839, 1.095, -1.058, -1.039, 0.005, 0.385, -0.675, -1.063, -1.174, 1.680, -0.747, 0.713, -0.547, -0.367, 0.928, -0.915, -1.073, -1.387, 0.422, 0.449, 0.463, 0.200, 0.379, 0.109, 0.508, 0.469, 0.409, 0.439, 0.358, 0.223, 0.460, 0.444, 0.239, 0.184, 0.432, 0.481, 0.494, 0.226, 0.416, 0.337, 0.458, 0.467, 0.275, 0.419, 0.419, 0.044, 0.447, 0.434]}

***

Entry 2:
{"formula": "C31H30Cl2N3O3Pt", "method": "wB97M-V/def2-TZVPD", "energy_ev": -71531.8301, "lumo_ev": [-4.3, -4.2], "charge": 1, "relative_energy_kcal_mol": 21.24, "gap_ev": [7.14, 7.20], "homo_ev": [-11.4, -11.4], "species": ["Pt", "Cl", "Cl", "O", "O", "O", "N", "N", "N", "C", "C", "C", "C", "C", "C", "C", "C", "C", "C", "C", "C", "C", "C", "C", "C", "C", "C", "C", "C", "C", "C", "C", "C", "C", "C", "C", "C", "C", "C", "C", "H", "H", "H", "H", "H", "H", "H", "H", "H", "H", "H", "H", "H", "H", "H", "H", "H", "H", "H", "H", "H", "H", "H", "H", "H", "H", "H", "H", "H", "H"], "xyz": [[0.1780, -0.0384, 0.1734], [-1.1766, 3.4825, 3.6767], [-2.2834, 1.4219, 1.9133], [-1.2235, 0.5995, -1.1349], [-1.3682, -1.4268, 0.4745], [-2.8612, -0.0887, -2.4764], [1.2897, -0.2936, 1.6151], [1.4345, -0.5910, -1.9100], [1.3693, 1.5602, -0.1523], [1.6554, -1.4812, 2.3221], [2.3449, 1.4884, -1.0926], [-5.3274, -2.1328, 1.4796], [-4.6692, -1.9160, -1.2015], [3.4160, -0.7924, -3.8370], [4.3807, 1.3608, -3.0366], [2.3889, 0.3628, -2.0012], [-1.8247, -2.8506, -2.8750], [-3.6630, -1.7959, -0.2452], [1.5927, -1.1258, 3.8159], [2.1831, 3.6648, 0.5853], [-1.6751, -2.7673, -1.4921], [-2.1181, -0.2505, -1.5403], [-2.4709, 2.3020, 3.4436], [-5.9820, -2.1342, -0.8195], [0.8745, -2.7576, 2.0324], [-1.0252, -3.8005, -0.8227], [3.1273, -1.6591, 1.8882], [-2.2236, -1.5715, -0.7032], [4.3246, 2.4138, -2.1979], [-0.5212, -4.8903, -1.5209], [-1.3178, -3.9414, -3.5684], [-6.3188, -2.2436, 0.5224], [1.4548, -1.6050, -2.7480], [3.4073, 0.3110, -2.9635], [3.2953, 2.5097, -1.2054], [3.1990, 3.6069, -0.3319], [2.4438, -1.7484, -3.7313], [-0.6607, -4.9628, -2.8981], [-4.0095, -1.9107, 1.0972], [1.2800, 2.6064, 0.6559], [-6.7471, -2.2181, -1.5802], [5.0519, 3.2133, -2.2613], [2.0714, 4.4990, 1.2628], [-2.4315, 1.5880, 4.2556], [-2.3010, -2.0486, -3.4183], [-0.0245, -5.6857, -0.9798], [-1.4397, -3.9871, -4.6430], [0.4676, 2.5997, 1.3703], [3.5540, -2.4795, 2.4669], [3.9290, 4.4042, -0.3984], [-3.2961, -1.8470, 1.9172], [0.9115, -2.9944, 0.9687], [0.5604, -0.9643, 4.1287], [-0.1650, -2.6626, 2.3474], [4.1898, -0.8689, -4.5914], [-7.3455, -2.4154, 0.8167], [0.6625, -2.3382, -2.6504], [-3.4168, 2.8267, 3.4164], [2.0033, -1.9511, 4.3990], [-0.2713, -5.8120, -3.4443], [-0.9196, -3.7723, 0.2515], [-1.9072, -1.3544, 1.2728], [5.1557, 1.2971, -3.7903], [2.1666, -0.2240, 4.0247], [-5.5681, -2.2217, 2.5307], [3.1898, -1.9093, 0.8279], [2.4178, -2.6020, -4.3941], [-4.4331, -1.8161, -2.2488], [1.3029, -3.5954, 2.5833], [3.7049, -0.7550, 2.0772]], "forces_ev_per_a": [[0.00, -0.28, 0.64], [0.01, -0.01, 0.00], [-0.09, 0.09, 0.08], [0.12, 0.03, -0.06], [0.40, -0.30, -0.33], [0.16, 0.09, -0.01], [-0.07, -0.06, -0.25], [0.09, 0.19, -0.09], [0.26, 0.03, 0.00], [-0.47, 0.10, 0.18], [-0.10, 0.00, -0.08], [0.00, 0.01, 0.01], [-0.07, -0.05, 0.00], [0.02, -0.01, -0.05], [0.03, 0.03, -0.02], [-0.04, -0.13, -0.08], [0.08, 0.03, 0.02], [0.04, -0.08, 0.06], [0.11, -0.02, 0.05], [0.00, 0.02, 0.01], [0.00, 0.15, -0.04], [-0.25, -0.17, 0.18], [0.01, 0.00, -0.01], [0.03, 0.01, 0.00], [0.04, 0.03, -0.07], [-0.10, -0.09, -0.01], [0.17, 0.12, -0.10], [-0.10, -0.01, -0.10], [0.06, 0.01, -0.05], [0.01, 0.06, 0.08], [-0.04, -0.03, -0.02], [-0.01, 0.00, 0.00], [0.03, 0.04, 0.10], [-0.07, 0.00, 0.08], [-0.01, 0.03, 0.01], [-0.01, 0.01, 0.00], [0.01, -0.01, -0.06], [-0.02, 0.02, -0.05], [-0.05, -0.03, 0.05], [-0.08, -0.08, -0.09], [0.01, 0.00, 0.01], [-0.01, -0.01, 0.00], [0.00, 0.00, -0.02], [-0.01, -0.01, 0.02], [-0.09, 0.02, 0.00], [0.00, 0.00, -0.01], [0.00, 0.00, 0.00], [0.05, -0.03, 0.03], [-0.05, 0.00, 0.01], [0.00, -0.01, -0.02], [-0.03, -0.04, -0.04], [-0.03, 0.01, 0.03], [0.00, 0.00, -0.01], [-0.01, 0.00, -0.03], [0.00, 0.01, 0.02], [0.01, 0.00, 0.00], [0.05, 0.01, 0.03], [-0.02, 0.03, -0.01], [-0.02, 0.00, 0.00], [0.00, 0.00, 0.01], [-0.05, 0.02, -0.01], [0.04, 0.33, -0.01], [-0.01, -0.01, 0.01], [-0.01, -0.01, -0.02], [0.00, 0.00, -0.01], [-0.02, 0.00, 0.02], [0.00, 0.00, 0.01], [0.05, -0.02, -0.01], [0.05, 0.02, 0.01], [-0.01, -0.02, 0.01]], "mulliken_charge": [2.104, -0.152, 0.013, -0.719, -0.080, -0.636, -0.198, 0.219, 0.228, 1.650, -0.127, -1.203, -0.204, -0.866, -0.882, -0.073, -0.149, -0.142, -1.746, -0.850, -0.218, -0.003, -0.438, -0.966, -1.572, -0.116, -1.682, 1.673, -0.996, -1.066, -1.004, -0.539, 0.338, 1.113, 0.971, -0.548, -1.004, -0.525, -0.121, 0.359, 0.427, 0.419, 0.467, 0.274, 0.455, 0.431, 0.430, -0.135, 0.460, 0.459, 0.394, 0.332, 0.358, 0.240, 0.444, 0.414, 0.038, 0.359, 0.416, 0.438, 0.744, -0.234, 0.426, 0.424, 0.423, 0.322, 0.504, 0.401, 0.604, 0.425]}

***

Entry 3:
{"formula": "C31H30FNO5PdSb", "method": "wB97M-V/def2-TZVPD", "energy_ev": -57087.4869, "lumo_ev": -5.1, "charge": 1, "relative_energy_kcal_mol": 53.37, "gap_ev": 6.05, "homo_ev": -11.1, "species": ["Sb", "Pd", "F", "O", "O", "O", "O", "O", "N", "C", "C", "C", "C", "C", "C", "C", "C", "C", "C", "C", "C", "C", "C", "C", "C", "C", "C", "C", "C", "C", "C", "C", "C", "C", "C", "C", "C", "C", "C", "C", "H", "H", "H", "H", "H", "H", "H", "H", "H", "H", "H", "H", "H", "H", "H", "H", "H", "H", "H", "H", "H", "H", "H", "H", "H", "H", "H", "H", "H", "H"], "xyz": [[-0.0447, -1.3692, -1.1792], [-0.9142, 1.7962, -1.1951], [-2.0166, -0.5707, 7.4037], [-1.7352, 0.5466, -2.5037], [-0.4187, 3.6554, -0.1000], [-3.5831, 1.1323, 2.0436], [-3.2765, 0.5740, -4.1184], [-1.5742, 1.3481, 1.0564], [-2.7462, 2.6185, -1.2006], [0.7889, -2.0327, 1.8275], [-1.5245, -0.6317, 3.8381], [1.3499, -1.9169, 0.4740], [2.3449, 2.4330, -1.0971], [1.0101, -4.6704, -3.8079], [2.2235, -4.3331, -4.3880], [-0.1351, -0.5702, 3.7664], [1.5726, -2.7611, 2.8202], [0.9983, -2.5774, -2.6002], [-2.7763, 1.0610, -3.1436], [-1.6789, 4.2571, 0.2857], [-0.0221, -0.4986, 6.1784], [-2.8454, 1.4187, 1.1152], [-3.5699, 1.8810, -0.1872], [2.6461, -2.3175, 0.2618], [1.1574, 0.8468, -3.0504], [2.8249, -3.1189, -4.0829], [3.3816, -2.9155, 1.2907], [0.9822, 0.4984, -1.6911], [2.8411, -3.1748, 2.5623], [0.3988, -3.7936, -2.9212], [1.9233, 1.9361, -3.4110], [1.5663, 1.3317, -0.7224], [0.6052, -0.4962, 4.9438], [-3.2901, 2.3853, -2.5647], [-2.1696, -0.6314, 5.0640], [-2.6039, 4.0600, -0.8893], [-1.4034, -0.5717, 6.2114], [2.5281, 2.7261, -2.4311], [2.2156, -2.2450, -3.1945], [0.5360, -0.5517, 2.4258], [1.1286, -2.8963, 3.7997], [2.6971, -5.0107, -5.0859], [3.1029, -2.2263, -0.7146], [-4.3807, 2.3854, -2.5516], [-2.0584, 3.7746, 1.1837], [0.6942, 0.2418, -3.8196], [1.4794, 1.0805, 0.3254], [-3.2484, -0.6499, 5.1333], [0.5328, -5.6102, -4.0516], [-2.9589, 3.1837, -3.2286], [-2.1805, 4.5493, -1.7662], [3.4344, -3.6802, 3.3109], [3.1387, 3.5707, -2.7216], [-0.2360, -2.4282, 1.7840], [1.5135, -0.0683, 2.4800], [4.4047, -3.2142, 1.0900], [0.5340, -0.4349, 7.1033], [3.7667, -2.8494, -4.5433], [2.0558, 2.1765, -4.4575], [2.8104, 3.0456, -0.3352], [1.6875, -0.4247, 4.8994], [-2.1185, -0.6196, 2.9326], [0.0831, 3.4585, 0.7013], [-3.5851, 4.4979, -0.6849], [-0.1004, -0.0232, 1.7139], [-1.5326, 5.3198, 0.4785], [-4.4420, 2.4859, 0.0695], [2.6962, -1.2975, -2.9758], [-3.9261, 0.9701, -0.6690], [-0.5587, -4.0649, -2.4894]], "forces_ev_per_a": [[0.12, 0.11, 0.08], [-0.10, 0.53, -0.56], [0.00, 0.00, 0.01], [-0.02, 0.14, -0.10], [0.13, -0.03, 0.02], [-0.07, -0.03, 0.03], [-0.01, -0.04, 0.08], [-0.06, -0.09, 0.30], [-0.14, -0.31, 0.07], [-0.05, -0.15, -0.07], [0.03, 0.02, -0.03], [-0.04, -0.02, 0.01], [-0.03, 0.00, 0.10], [0.01, 0.01, -0.01], [-0.01, 0.00, 0.00], [-0.06, -0.03, 0.02], [-0.02, 0.03, -0.01], [0.00, 0.04, 0.00], [0.07, 0.03, 0.02], [-0.09, -0.04, -0.06], [-0.02, 0.00, 0.02], [0.13, 0.09, -0.21], [0.03, -0.02, 0.06], [0.02, 0.01, 0.03], [-0.02, 0.03, 0.00], [0.00, 0.00, -0.01], [-0.07, 0.02, 0.04], [-0.10, -0.13, 0.20], [0.09, 0.00, -0.06], [-0.02, -0.01, 0.01], [-0.01, -0.04, 0.02], [0.16, -0.12, -0.17], [0.01, 0.00, -0.02], [-0.02, -0.07, -0.02], [0.01, 0.00, 0.02], [0.04, 0.07, 0.09], [0.03, 0.00, -0.01], [0.00, -0.01, -0.05], [0.01, 0.02, 0.05], [0.08, 0.10, -0.01], [0.01, -0.01, -0.02], [0.00, 0.00, 0.00], [0.00, 0.01, -0.03], [0.01, 0.00, 0.00], [0.02, -0.01, 0.02], [-0.03, 0.00, 0.00], [-0.04, -0.02, 0.13], [0.01, 0.00, -0.01], [0.00, 0.00, 0.00], [0.05, -0.01, 0.01], [0.01, -0.01, -0.01], [0.00, 0.00, 0.01], [0.00, 0.00, 0.01], [0.00, 0.02, 0.03], [-0.01, 0.01, 0.00], [0.00, -0.01, 0.00], [0.00, 0.00, 0.00], [0.00, 0.00, 0.00], [0.00, -0.01, 0.00], [-0.01, -0.01, 0.00], [-0.01, 0.00, 0.00], [0.00, 0.01, 0.01], [-0.07, -0.05, 0.03], [0.00, -0.03, 0.00], [0.00, 0.01, -0.02], [0.04, 0.00, -0.03], [0.03, 0.00, 0.00], [-0.01, -0.01, 0.00], [0.01, -0.01, -0.01], [0.00, 0.00, 0.00]], "mulliken_charge": [1.219, 0.530, -0.328, -0.334, -0.468, -0.711, -0.617, -0.358, 0.385, 0.716, -0.095, -0.337, -0.367, -0.609, -0.476, -0.257, -0.454, 0.396, 0.301, -0.627, -0.752, 0.237, -0.711, -0.399, 0.375, -0.830, -0.480, -1.313, -0.982, -0.901, -0.924, 0.089, -0.026, -0.421, -0.817, -0.647, 0.386, -0.632, -0.049, 0.706, 0.610, 0.405, 0.488, 0.337, 0.345, 0.617, 0.628, 0.481, 0.419, 0.322, 0.373, 0.466, 0.424, 0.446, 0.574, 0.460, 0.458, 0.411, 0.494, 0.518, 0.444, 0.181, 0.339, 0.339, -0.997, 0.446, 0.322, 0.445, 0.416, 0.370]}